Entry 1:
A molecular structure, C33H46AsBiN6O6S2. Source: the Open Molecules 2025 dataset; level of theory: ωB97M-V with the def2-TZVPD basis set.

Structure (XYZ):
```
95
Properties=species:S:1:pos:R:3:mulliken_charge:R:1
Bi -0.196 -0.267 1.257 3.46
C 1.496 -1.789 2.816 -0.83
C 1.095 -2.762 1.868 0.40
C -0.322 -2.928 2.027 0.12
C -0.722 -2.025 3.065 -0.23
C 0.395 -1.338 3.573 -1.00
C 0.460 -0.493 4.832 2.67
C 1.191 0.829 4.575 -1.53
C 1.236 -1.300 5.885 -1.83
C -0.940 -0.200 5.370 -1.95
C -1.332 -3.931 1.448 2.18
C -1.612 -3.748 -0.052 -1.12
C -0.870 -5.366 1.744 -1.75
C -2.696 -3.766 2.138 -2.35
C 2.172 -3.505 1.065 2.40
C 1.728 -4.042 -0.296 -1.33
C 3.358 -2.571 0.768 -1.86
C 2.701 -4.665 1.925 -1.89
H 2.512 -1.470 2.988 0.75
H -1.721 -1.926 3.456 0.69
H 2.186 0.659 4.155 0.17
H 1.315 1.375 5.512 0.59
H 0.626 1.461 3.886 0.07
H 2.261 -1.490 5.560 0.29
H 0.754 -2.263 6.065 0.38
H 1.271 -0.751 6.829 0.45
H -1.550 0.331 4.641 0.21
H -0.864 0.422 6.264 0.49
H -1.452 -1.123 5.654 0.30
H -0.712 -3.734 -0.658 -0.20
H -2.155 -2.818 -0.216 0.00
H -2.241 -4.567 -0.410 0.55
H 0.038 -5.638 1.212 0.23
H -1.651 -6.070 1.447 0.51
H -0.685 -5.494 2.812 0.30
H -3.111 -2.768 1.980 0.27
H -2.636 -3.957 3.211 0.42
H -3.396 -4.484 1.708 0.50
H 1.320 -3.234 -0.905 -0.43
H 0.989 -4.834 -0.225 0.22
H 2.594 -4.452 -0.821 0.66
H 3.034 -1.707 0.180 0.02
H 4.104 -3.117 0.185 0.57
H 3.857 -2.228 1.675 0.44
H 1.918 -5.382 2.171 0.25
H 3.107 -4.283 2.864 0.32
H 3.497 -5.195 1.396 0.50
C -0.115 -4.042 -4.506 -1.28
C 0.807 -3.114 -3.813 1.35
N 2.101 -3.176 -3.818 -0.92
N 2.485 -2.127 -3.027 0.54
C 1.467 -1.406 -2.542 -0.34
S 1.517 -0.076 -1.522 -0.23
N 0.376 -2.052 -3.051 0.56
N -0.963 -1.723 -2.877 -0.96
H 0.469 -4.754 -5.082 0.37
H -0.788 -3.491 -5.161 0.33
H -0.732 -4.575 -3.781 0.23
H 3.458 -1.947 -2.849 0.22
H -1.120 -0.762 -3.172 0.40
H -1.188 -1.752 -1.886 -0.16
O -3.428 2.008 3.810 -0.64
As -2.726 2.234 2.202 0.87
O -2.446 3.821 2.008 -0.76
O -1.389 1.184 2.300 -0.74
C -4.171 1.488 1.141 -0.32
C -5.438 1.553 1.710 -0.62
C -6.557 1.160 0.986 -0.63
C -6.423 0.706 -0.315 -0.63
C -5.164 0.630 -0.894 -0.81
C -4.052 1.019 -0.167 0.37
S -2.459 0.800 -0.906 0.91
O -1.624 1.892 -0.451 -0.53
O -2.641 0.643 -2.325 -0.78
O -1.990 -0.484 -0.268 -0.70
H -3.333 2.861 4.255 0.29
H -5.546 1.912 2.723 0.55
H -7.535 1.218 1.445 0.40
H -7.295 0.410 -0.883 0.40
H -5.030 0.280 -1.908 0.52
N 3.738 2.236 1.530 0.05
C 2.886 1.202 1.356 -0.95
N 1.650 1.585 1.186 0.58
C 1.678 2.981 1.228 0.18
C 0.655 3.911 1.065 -0.35
C 0.997 5.244 1.167 -0.91
C 2.318 5.656 1.405 -0.44
C 3.345 4.743 1.548 -1.21
C 2.992 3.402 1.453 0.52
H 4.731 2.161 1.662 0.23
H 3.217 0.174 1.361 0.39
H -0.368 3.622 0.884 0.30
H 0.218 5.987 1.063 0.48
H 2.538 6.713 1.474 0.38
H 4.366 5.057 1.722 0.42
```

Summary:
Lowest unoccupied orbital energy   0.32 eV
E_HOMO   -8.2042 eV
Gap between HOMO and LUMO   8.52 eV
Multiplicity   1
Total charge   0

Entry 2:
A molecular structure, C33H46AuClNP2. Source: the Open Molecules 2025 dataset; level of theory: ωB97M-V with the def2-TZVPD basis set.

Structure (XYZ):
```
84
Properties=species:S:1:pos:R:3:mulliken_charge:R:1
Au -1.251 -0.339 0.066 0.66
C -2.559 3.820 -2.462 -1.48
C -2.256 2.864 -1.312 0.71
C -1.543 3.611 -0.181 -1.36
P -1.307 1.334 -1.710 -0.15
C -2.033 0.624 -3.259 0.75
C -1.668 1.236 -4.614 -1.75
C -1.777 -0.885 -3.312 -1.43
C 0.416 1.951 -1.996 0.75
C 0.730 2.765 -3.071 -0.40
C 2.006 3.301 -3.276 0.08
C 2.277 4.193 -4.454 -1.78
C 3.009 3.000 -2.353 -1.00
C 2.747 2.209 -1.259 -0.90
C 1.457 1.671 -1.043 -0.38
N 1.166 0.800 -0.068 0.85
C 1.911 0.394 1.008 -0.75
C 2.772 1.206 1.753 -0.72
C 3.405 0.704 2.878 -1.03
C 3.227 -0.616 3.281 0.45
C 3.941 -1.173 4.482 -1.57
C 2.363 -1.424 2.536 -0.34
C 1.684 -0.948 1.429 0.14
P 0.499 -1.969 0.453 1.48
C 0.143 -3.468 1.459 0.60
C -0.671 -3.117 2.697 -1.63
C -0.613 -4.485 0.601 -1.75
C 1.489 -2.644 -0.952 0.55
C 2.645 -3.522 -0.466 -1.46
C 1.974 -1.563 -1.914 -1.43
H -3.124 4.671 -2.076 0.47
H -1.646 4.219 -2.907 0.22
H -3.162 3.360 -3.243 0.38
H -3.206 2.464 -0.941 0.56
H -0.617 4.058 -0.549 0.32
H -2.177 4.421 0.183 0.51
H -1.293 2.971 0.662 0.14
H -3.104 0.783 -3.081 0.48
H -0.629 1.023 -4.869 0.36
H -2.290 0.775 -5.383 0.47
H -1.827 2.310 -4.672 0.31
H -0.706 -1.095 -3.378 0.24
H -2.169 -1.403 -2.436 0.26
H -2.253 -1.304 -4.199 0.54
H -0.030 3.011 -3.797 0.28
H 1.591 3.987 -5.274 0.37
H 2.155 5.243 -4.178 0.32
H 3.297 4.069 -4.817 0.43
H 4.010 3.385 -2.509 0.44
H 3.545 1.952 -0.575 0.69
H 2.899 2.245 1.475 0.73
H 4.051 1.351 3.459 0.38
H 4.425 -0.385 5.056 0.39
H 3.253 -1.702 5.142 0.36
H 4.711 -1.885 4.177 0.34
H 2.214 -2.449 2.858 0.37
H 1.095 -3.904 1.773 0.47
H -1.637 -2.692 2.416 0.16
H -0.858 -4.015 3.289 0.61
H -0.160 -2.397 3.333 0.27
H -1.521 -4.041 0.185 0.30
H -0.018 -4.880 -0.221 0.38
H -0.917 -5.330 1.222 0.47
H 0.761 -3.266 -1.483 0.59
H 3.232 -3.025 0.310 0.24
H 2.307 -4.481 -0.076 0.32
H 3.320 -3.727 -1.299 0.45
H 2.712 -0.910 -1.443 0.41
H 2.458 -2.042 -2.767 0.55
H 1.158 -0.942 -2.287 -0.05
Cl -4.436 -3.046 5.782 -0.20
C -3.806 -1.929 4.625 0.41
C -4.554 -1.621 3.493 -0.82
C -4.047 -0.728 2.573 -0.27
C -2.782 -0.136 2.754 0.62
C -2.246 0.797 1.809 -1.82
C -2.056 -0.470 3.912 -0.19
C -2.560 -1.351 4.844 -0.70
H -5.522 -2.080 3.350 0.43
H -4.621 -0.486 1.686 0.39
H -2.961 1.372 1.230 0.53
H -1.357 1.341 2.116 0.55
H -1.083 -0.018 4.070 0.40
H -2.002 -1.602 5.735 0.42
```

Summary:
Lowest unoccupied orbital energy (alpha / beta)   -1.95 / -4.42 eV
E_HOMO (alpha / beta)   -9.7548 / -10.7366 eV
Gap between HOMO and LUMO (alpha / beta)   7.81 / 6.32 eV
Multiplicity   3
Total charge   +1

Entry 3:
A molecular structure, C33H46BCsN8O2SSe2. Source: the Open Molecules 2025 dataset; level of theory: ωB97M-V with the def2-TZVPD basis set.

Structure (XYZ):
```
94
Properties=species:S:1:pos:R:3:mulliken_charge:R:1
Cs -0.501 0.266 -0.642 0.98
C -2.529 -3.443 2.749 -1.57
C -1.674 -3.160 1.514 0.62
C -0.257 -2.761 1.922 -1.06
C -2.322 -2.112 0.648 -0.07
C -2.695 -2.210 -0.705 -0.83
C -3.278 -0.991 -0.981 -0.55
N -3.226 -0.234 0.138 1.35
N -2.641 -0.918 1.150 -0.77
B -3.834 1.190 0.340 -0.57
N -3.810 1.922 -1.023 0.00
C -4.882 2.326 -1.726 -0.34
C -4.450 2.812 -2.939 -1.42
C -3.048 2.650 -2.897 0.01
N -2.674 2.116 -1.746 0.35
C -2.053 2.954 -3.986 0.85
C -0.604 2.943 -3.498 -1.10
C -2.228 1.972 -5.149 -1.41
N -3.074 1.949 1.458 0.55
C -3.555 2.210 2.683 -0.42
C -2.584 2.876 3.400 -1.45
C -1.505 2.977 2.498 0.12
N -1.806 2.408 1.339 -0.23
C -0.178 3.662 2.703 1.13
C -0.393 5.159 2.935 -1.66
C 0.783 3.432 1.543 -0.91
H -2.070 -4.218 3.370 0.43
H -3.531 -3.772 2.468 0.37
H -2.634 -2.535 3.345 0.28
H -1.618 -4.071 0.910 0.36
H -0.289 -1.824 2.481 -0.07
H 0.387 -2.611 1.054 0.25
H 0.198 -3.525 2.560 0.45
H -2.539 -3.016 -1.405 0.32
H -3.700 -0.617 -1.900 0.36
H -4.995 1.121 0.693 -0.24
H -5.870 2.229 -1.305 0.45
H -5.048 3.207 -3.744 0.43
H -2.287 3.962 -4.352 0.24
H -0.268 1.926 -3.284 -0.04
H -0.482 3.543 -2.595 0.26
H 0.057 3.332 -4.275 0.45
H -2.048 0.948 -4.815 0.22
H -1.518 2.186 -5.951 0.43
H -3.238 2.014 -5.560 0.40
H -4.550 1.894 2.949 0.47
H -2.645 3.236 4.414 0.47
H 0.277 3.246 3.611 0.17
H -0.847 5.612 2.050 0.34
H 0.556 5.667 3.130 0.43
H -1.060 5.342 3.779 0.40
H 0.349 3.783 0.605 0.23
H 1.016 2.375 1.421 -0.19
H 1.720 3.967 1.714 0.44
O 0.621 -3.382 -6.676 -0.63
C 1.363 -3.274 -5.457 -1.07
C 1.166 -1.928 -4.736 2.16
C 1.897 -0.847 -5.533 -0.90
O 1.487 -0.774 -6.902 -0.64
C 1.821 -2.109 -3.353 -1.53
Se 2.198 -0.468 -2.296 -0.62
C -0.331 -1.569 -4.627 -1.28
Se -1.638 -3.070 -4.414 -0.64
H -0.314 -3.439 -6.361 0.27
H 2.419 -3.391 -5.720 0.45
H 1.071 -4.083 -4.781 0.42
H 2.977 -1.048 -5.482 0.32
H 1.732 0.130 -5.076 0.26
H 1.118 -1.645 -7.127 0.54
H 2.767 -2.642 -3.475 0.42
H 1.152 -2.757 -2.781 0.38
H -0.617 -1.010 -5.517 0.32
H -0.495 -0.911 -3.772 0.15
S 5.445 0.177 4.483 -0.17
C 4.018 0.094 3.421 0.18
C 4.181 -0.092 2.060 -0.57
C 3.050 -0.155 1.250 -0.32
N 1.817 -0.044 1.740 0.35
C 1.670 0.148 3.051 -0.42
C 2.734 0.228 3.934 -0.75
C 5.236 -1.353 5.366 0.25
C 5.316 -2.580 4.722 -0.26
C 5.161 -3.735 5.471 -0.37
N 4.955 -3.744 6.789 -0.61
C 4.882 -2.564 7.394 -0.30
C 5.009 -1.348 6.734 -0.13
H 5.167 -0.196 1.625 0.51
H 3.115 -0.326 0.174 0.11
H 0.650 0.253 3.407 0.54
H 2.568 0.388 4.992 0.44
H 5.482 -2.634 3.654 0.40
H 5.211 -4.703 4.984 0.35
H 4.704 -2.579 8.464 0.34
H 4.931 -0.414 7.274 0.38
```

Summary:
Lowest unoccupied orbital energy   3.15 eV
E_HOMO   -1.0661 eV
Gap between HOMO and LUMO   4.22 eV
Multiplicity   1
Total charge   -2

Looking at relative energy (zero: lowest compared OMol25 entry of this formula, charge and spin) for the records above, in order, we have 0.0, 0.0, 0.0 kJ/mol.